ORCA calculation (ωB97M-V/def2-TZVPD) on a cluster of 3 separate species, CH9NO2 in total in a non-equilibrium geometry.

Each atom is followed by the atoms it is bonded to, with distances in Å.
Geometry (Å):
1 H -1.8149 0.9679 -2.5127  O2 0.958
2 O -1.8663 0.0513 -2.2386  H1 0.958, H7 0.949
3 N -0.6831 0.0233 1.2160  H5 1.014, C8 1.453, H10 1.017
4 H 0.5667 1.0867 2.6334  C8 1.087
5 H -1.2605 -0.8082 1.2774  N3 1.014
6 H 0.1338 -0.4579 3.1513  C8 1.090
7 H -2.5786 -0.0187 -1.6157  O2 0.949
8 C 0.3457 0.0985 2.2387  N3 1.453, H4 1.087, H6 1.090, H12 1.102
9 O 2.2973 -0.0217 -2.4063  H11 0.967, H13 0.960
10 H -0.2712 -0.1673 0.3056  N3 1.017
11 H 2.2673 -0.8815 -1.9638  O9 0.967
12 H 1.3453 -0.1862 1.8715  C8 1.102
13 H 1.5183 0.3137 -1.9570  O9 0.960

Computed properties:
**ΔE to the lowest compared entry with this formula, charge and spin**: 0.464 eV
**LUMO energy**: 0.586 eV
**SMILES**: CN.O.O
**Total energy**: -248.698161 Eh
**HOMO-LUMO gap**: 10.1 eV